No. 1
C6H18O3Si2 | wB97M-V/def2-TZVPD

**Structure (SMILES)**: C[SiH](C)C(C)(C)C.O=[Si](O)O
**Net charge**: 0
**HOMO level**: -9.94 eV
**Energy relative to the best compared isomer or geometry (same formula, charge and spin)**: 0.0 kcal per mole

XYZ file:
```
29
Properties=species:S:1:pos:R:3:forces:R:3:lowdin_charge:R:1
Si -4.2246 -0.3687 0.0347 0.1 -0.5 0.3 0.299
Si 1.0973 1.1042 -0.6513 1.4 0.1 1.5 0.640
O -3.9640 1.0460 0.7518 0.8 0.9 1.0 -0.106
O -4.8796 -0.7714 -1.2762 0.3 0.4 0.5 -0.280
O -3.6034 -1.3139 1.2030 -0.6 2.6 0.3 -0.074
C 2.5529 1.3973 -1.7946 0.1 -2.1 -1.2 -0.219
C 0.3002 -1.5926 -1.2054 -1.2 -0.1 -0.8 -0.117
C 1.6815 -1.4232 0.7152 2.0 -0.7 3.9 -0.147
C -0.6141 -0.4714 0.7983 -0.8 0.4 0.6 -0.137
C 1.5264 2.2932 0.8575 -4.4 -0.1 -0.6 -0.200
C 0.6769 -0.6791 -0.0635 -1.5 1.7 -0.1 -0.723
H 1.7892 3.3347 0.6141 0.2 -0.6 0.0 0.018
H 0.0882 -2.5047 -0.6008 -0.2 -0.1 -1.4 0.088
H 2.1622 -0.8275 1.5922 -0.9 -0.6 -1.4 0.102
H 1.3018 -2.3659 1.2995 0.2 1.5 -1.4 0.117
H 1.0908 -1.7261 -1.9530 0.1 -0.3 0.4 0.080
H -3.3878 1.0219 1.5752 -1.2 -0.1 -1.6 0.110
H -1.1012 -1.4570 1.0451 0.9 0.8 0.2 0.083
H 0.4249 2.3990 1.3780 2.8 -0.3 -0.8 0.068
H 2.5432 -1.7424 0.1294 -0.1 -0.1 -0.2 0.075
H 2.5217 2.4405 -1.8705 0.6 1.9 0.3 -0.018
H 2.4548 1.1335 -2.8945 0.2 -0.4 1.4 0.047
H -0.4366 0.1851 1.7100 0.0 -1.3 -0.7 0.092
H -3.4583 -2.2029 1.0851 0.3 -3.2 -0.5 0.027
H 3.5144 1.0132 -1.3353 -1.0 0.6 -0.7 0.057
H -0.1916 1.4734 -1.1408 -0.8 0.6 -0.8 -0.005
H -1.4723 0.0749 0.3229 1.1 -0.3 -0.3 0.038
H -0.5871 -1.2605 -1.8306 0.7 -0.4 1.0 0.102
H 2.1940 1.7902 1.5047 0.8 -0.2 0.9 -0.016
```
Forces are in eV/Å.

=====

No. 2
C4H6O2 | wB97M-V/def2-TZVPD

**Net charge**: 0
**HOMO level**: -8.94 eV
**Energy relative to the best compared isomer or geometry (same formula, charge and spin)**: 96.8 kcal per mole

XYZ file:
```
12
Properties=species:S:1:pos:R:3:forces:R:3:lowdin_charge:R:1
O 1.2388 -1.1995 -0.8627 0.2 -0.3 0.2 -0.184
O -1.3519 1.5736 1.7997 0.1 -0.3 -0.3 0.062
C 1.1779 -2.0334 0.1297 -0.2 0.3 -0.2 0.055
C 0.1845 0.8092 0.1272 0.0 0.0 0.0 -0.133
C 0.2310 -0.1614 -1.0495 -0.2 0.1 0.0 -0.174
C -1.0871 0.7562 0.9577 0.0 0.2 0.2 -0.267
H 1.0203 0.6010 0.8073 -0.1 0.0 -0.1 0.134
H 0.5116 0.3327 -1.9805 0.0 -0.1 0.1 0.124
H -1.7717 -0.0971 0.7510 0.1 0.1 0.0 0.123
H -0.7290 -0.6701 -1.2022 0.1 0.1 0.0 0.123
H 0.2520 -1.7562 0.7202 0.1 -0.1 0.0 0.009
H 0.3236 1.8451 -0.1980 -0.1 -0.1 0.0 0.128
```
Forces are in eV/Å.

=====

No. 3
C21H36BrGeN2NiS4Si3 | wB97M-V/def2-TZVPD

**Net charge**: 0
**HOMO level (spin up / spin down)**: -7.51 / -6.98 eV
**Energy relative to the best compared isomer or geometry (same formula, charge and spin)**: 0.0 kcal per mole
**Spin multiplicity**: 2

XYZ file:
```
69
Properties=species:S:1:pos:R:3:forces:R:3:lowdin_charge:R:1
Br -5.0961 1.7411 -4.5916 0.0 0.0 0.0 0.755
Ge 0.6452 -0.4672 -0.3151 0.0 -0.1 0.0 0.608
Ni 0.7282 1.9216 -0.2630 -0.1 0.1 0.0 -0.332
S 3.6792 3.2989 -0.1164 0.0 -0.1 0.0 0.001
S 2.4824 5.0023 -0.3225 0.0 0.1 0.0 0.012
S 2.7076 1.8491 -1.1324 0.2 0.0 -0.1 0.108
S 0.6834 4.3663 -0.7017 -0.1 -0.1 0.0 0.173
Si -0.2196 -1.3653 -2.3428 0.0 0.1 -0.1 0.313
Si -0.6519 -1.4760 1.4245 0.0 0.0 0.0 0.319
Si 2.7954 -1.4739 -0.0023 0.0 0.0 0.1 0.288
N 0.6931 2.2958 1.9463 0.0 0.0 0.1 0.089
N -1.2005 2.1038 0.0604 -0.2 0.0 0.0 -0.015
C 1.6304 2.2944 2.8853 0.0 0.0 0.0 -0.107
C 3.7792 -0.5033 1.2770 0.1 0.0 0.0 -0.234
C -0.5800 2.4734 2.3198 -0.1 0.0 -0.1 -0.258
C 0.4427 -0.3590 -3.7887 0.0 0.0 0.0 -0.216
C 2.6683 -3.2276 0.6802 0.0 0.0 0.0 -0.224
C -1.6880 2.1987 -2.2966 0.0 0.0 0.0 -0.042
C 0.3325 -3.1470 -2.6025 0.0 0.0 0.0 -0.212
C -2.5615 2.1309 -3.3688 0.0 0.0 0.0 -0.106
C -3.4992 1.7524 -0.7772 -0.1 0.0 0.0 -0.029
C 1.3372 2.4675 4.2332 0.0 0.0 0.0 -0.036
C -3.9007 1.8685 -3.1347 0.0 0.0 0.0 -0.696
C -0.8608 -3.3163 1.0844 0.0 0.0 0.0 -0.214
C -2.1544 2.0281 -0.9989 0.1 0.0 0.1 -0.255
C 3.7885 -1.6279 -1.5916 0.0 -0.1 0.0 -0.222
C -2.1030 -1.3976 -2.3769 0.0 0.0 0.0 -0.203
C 0.0207 2.6529 4.6152 -0.1 0.0 0.0 -0.048
C 0.1807 -1.2866 3.1043 0.0 0.0 0.0 -0.208
C -4.3753 1.6729 -1.8474 0.0 0.0 0.0 -0.118
C -1.5670 2.4371 1.2337 0.0 0.0 0.2 -0.085
C -0.9643 2.6588 3.6384 0.1 0.0 0.1 -0.004
C -2.4307 -0.8685 1.5976 0.0 0.0 -0.1 -0.212
H 0.0101 -3.7989 -1.7888 0.0 0.0 0.0 0.015
H 3.8868 -0.6874 -2.1287 0.0 0.1 0.0 -0.001
H 2.0764 -3.8822 0.0375 0.0 0.0 0.0 0.016
H -3.8737 1.5546 0.2174 0.0 0.0 0.0 0.107
H 2.6470 2.1510 2.5422 0.0 0.0 0.0 0.095
H -0.4597 -1.6875 3.8953 0.0 0.0 0.0 0.033
H -1.4677 -3.4750 0.1900 0.0 0.0 0.0 0.017
H -2.4703 -2.1690 -1.6942 0.0 0.0 0.0 0.020
H -1.3863 -3.7800 1.9252 0.0 0.0 0.0 0.035
H -2.9461 -0.9285 0.6358 0.0 0.0 0.0 0.017
H -2.0079 2.7948 3.8901 0.0 0.0 0.0 0.119
H 0.4046 -0.2444 3.3443 0.0 0.0 0.0 0.001
H -5.4182 1.4419 -1.6823 0.0 0.0 0.0 0.106
H 3.3272 -2.3597 -2.2599 0.0 0.1 0.0 0.009
H -2.9569 -1.5208 2.3010 0.0 0.0 0.0 0.035
H 2.2290 -3.2449 1.6798 0.0 0.0 0.0 0.011
H -2.5228 0.1509 1.9709 0.0 0.1 0.0 -0.001
H 3.2219 -0.4368 2.2152 0.0 0.0 0.0 0.014
H 0.0843 -3.8406 0.9458 0.0 0.0 0.0 0.002
H 4.7292 -1.0038 1.4849 0.0 0.0 0.0 0.032
H -0.6314 2.3725 -2.4586 0.0 0.0 0.0 0.077
H -0.0823 -0.5998 -4.7171 0.0 0.0 0.0 0.031
H 1.4192 -3.2208 -2.6817 -0.1 0.0 0.0 0.007
H 3.6735 -3.6533 0.7552 0.0 0.0 0.0 0.033
H -2.4502 -1.6552 -3.3818 0.0 0.0 0.0 0.037
H -2.5988 2.6919 1.4690 0.0 0.0 0.0 0.137
H -0.0961 -3.5343 -3.5317 0.0 0.0 0.0 0.033
H 2.1363 2.4581 4.9612 0.0 0.0 0.0 0.112
H -0.2385 2.7900 5.6564 0.0 0.0 0.0 0.113
H 1.5020 -0.5885 -3.9327 0.0 0.0 0.0 0.027
H 4.7932 -1.9909 -1.3537 0.0 0.0 0.0 0.032
H -2.1976 2.2644 -4.3778 0.0 0.0 0.0 0.112
H 1.1235 -1.8382 3.1265 0.0 0.0 0.0 0.014
H 0.3685 0.7171 -3.6195 0.0 -0.1 0.0 0.000
H 3.9960 0.5074 0.9279 0.0 -0.1 0.1 -0.033
H -2.5661 -0.4524 -2.0924 0.0 0.0 0.0 -0.007
```
Forces are in eV/Å.

=====

No. 4
C28H24FeN4O4 | wB97M-V/def2-TZVPD

**Net charge**: +1
**HOMO level (spin up / spin down)**: -11.37 / -11.63 eV
**Energy relative to the best compared isomer or geometry (same formula, charge and spin)**: 1.4 kcal per mole
**Spin multiplicity**: 6

XYZ file:
```
61
Properties=species:S:1:pos:R:3:forces:R:3:lowdin_charge:R:1
Fe -0.0960 -0.7321 0.3166 0.5 0.1 -0.7 1.061
O 0.1136 1.0968 1.2355 0.0 0.2 0.2 -0.052
O -1.2813 6.8015 3.4292 -0.1 0.2 0.0 0.098
O -1.7894 0.4429 0.4072 -0.2 0.1 0.0 -0.040
O 0.4588 5.5597 3.1936 0.2 0.0 0.0 0.089
N 1.0277 -2.8381 -0.2341 0.0 -0.2 -0.1 -0.305
N 1.6358 0.1023 -0.7035 0.1 0.0 0.0 0.048
N -0.7208 5.7968 3.0602 -0.1 -0.2 0.0 -0.354
N -0.6721 -0.7538 -1.7597 -0.2 0.0 -0.1 0.034
C 2.7146 0.5965 -0.1259 0.1 -0.1 -0.1 -0.085
C -0.2948 -3.9996 2.9855 0.1 0.0 -0.1 -0.031
C 0.1740 -3.7920 0.5033 0.2 0.0 0.0 -0.163
C -1.1109 1.3332 1.0023 -0.2 0.3 0.1 -0.555
C -0.8992 -2.0470 4.2608 0.0 0.1 0.0 -0.068
C -0.6607 -3.4123 4.1879 0.0 0.0 0.0 -0.065
C -0.0961 0.1394 -3.9223 0.0 0.0 -0.1 -0.123
C 2.3885 -2.9171 0.3256 -0.1 0.1 0.0 -0.067
C 0.8786 0.8216 -4.7333 -0.1 0.0 0.1 0.003
C -1.8536 -1.1122 -2.2265 0.0 -0.1 -0.1 -0.084
C -0.3914 -1.8452 1.9193 0.0 0.0 0.2 -0.159
C 3.6835 1.3116 -0.8384 0.0 0.0 0.0 -0.005
C -0.1610 -3.2163 1.8451 -0.3 0.0 0.4 -0.255
C -2.8851 5.0240 2.1679 -0.1 0.0 0.0 0.024
C 1.4335 0.3368 -2.0166 -0.1 -0.1 0.0 -0.139
C -3.0762 2.8527 1.1576 0.0 0.0 0.0 0.010
C 2.0411 1.2507 -4.2029 0.0 0.0 0.1 0.004
C 0.1904 -0.1208 -2.5831 0.1 0.0 0.1 -0.143
C -3.6526 4.0544 1.5387 0.0 0.0 0.0 -0.033
C -1.5478 4.7622 2.3991 0.1 0.1 0.0 -0.120
C 3.5008 1.5216 -2.1819 0.0 0.0 0.0 0.028
C -0.9463 3.5780 2.0365 0.0 -0.1 0.0 0.074
C -0.7668 -1.2550 3.1249 0.0 -0.5 0.2 -0.083
C 2.3405 1.0376 -2.8105 0.0 0.0 -0.1 -0.124
C 1.0863 -3.2228 -1.6483 0.1 0.0 0.0 -0.082
C -2.2356 -0.8879 -3.5534 0.0 0.0 0.0 -0.008
C -1.3533 -0.2686 -4.4016 0.0 0.0 0.0 0.029
C -1.7273 2.6170 1.4081 0.0 -0.1 0.0 -0.114
H -2.5280 -1.5964 -1.5308 0.0 0.0 0.0 0.132
H 3.0585 -2.2551 -0.2186 0.0 0.1 0.0 0.079
H -3.6622 2.0864 0.6697 0.0 0.0 0.0 0.123
H 2.7653 1.7749 -4.8120 0.0 0.0 0.0 0.126
H -0.9578 -0.1926 3.1923 0.0 0.0 0.0 0.095
H -1.6195 -0.0751 -5.4332 0.0 0.0 0.0 0.131
H 2.3740 -2.6373 1.3780 0.0 0.0 0.0 0.097
H 0.0953 -3.1709 -2.0940 0.0 0.0 0.0 0.078
H -0.7589 -4.0242 5.0744 0.0 0.0 0.0 0.110
H 0.6526 0.9905 -5.7777 0.0 0.0 0.0 0.125
H 1.7564 -2.5517 -2.1870 0.0 0.0 0.0 0.088
H -1.1877 -1.5972 5.2020 0.0 0.0 0.0 0.109
H 1.4645 -4.2448 -1.7566 0.0 0.0 0.0 0.103
H 4.2322 2.0711 -2.7614 0.0 0.0 0.0 0.131
H -0.7344 -3.9638 -0.0803 0.0 0.0 0.0 0.132
H 2.7719 -3.9395 0.2431 0.0 0.0 0.0 0.101
H 4.5524 1.6919 -0.3219 0.0 0.0 0.0 0.121
H 2.8205 0.4261 0.9380 0.0 0.0 0.0 0.132
H -0.1104 -5.0671 2.9370 0.0 0.0 0.0 0.117
H -3.3049 5.9696 2.4789 0.0 0.0 0.0 0.127
H -3.2148 -1.1988 -3.8864 0.0 0.0 0.0 0.120
H -4.6999 4.2407 1.3483 0.0 0.0 0.0 0.116
H 0.1013 3.4059 2.2348 0.0 0.0 0.0 0.133
H 0.6839 -4.7587 0.6009 0.0 0.0 -0.1 0.132
```
Forces are in eV/Å.

=====

Q: What is the energy relative to the best compared isomer or geometry (same formula, charge and spin) in the first record?
A: 0.0 kcal per mole

=====

Q: What is the formula in the first record?
A: C6H18O3Si2